# 1
The following is a quantum chemistry calculation of 2 unconnected molecules or ions with the total composition C4H15N2O, from the Open Molecules 2025 dataset.

Results
Kohn-Sham gap: 10.7 eV

ORCA input file:
```
! wB97M-V def2-TZVPD RIJCOSX def2/J DEFGRID3
* xyz 1 1
C -0.838 -1.839 -1.936
N -0.417 -0.559 -2.519
C -0.108 -2.035 -0.612
N -0.338 -0.750 0.229
C -1.693 -0.396 0.805
C -1.875 1.104 1.126
H -0.598 -2.678 -2.580
H -1.864 -1.703 -1.591
H 0.024 -0.673 -3.404
H -1.213 0.037 -2.634
H 0.982 -1.953 -0.681
H -0.359 -2.847 0.065
H -0.108 -0.050 -0.504
H 0.376 -0.623 0.940
H -2.364 -0.739 0.028
H -1.927 -0.946 1.712
H -0.993 1.680 0.834
H -1.986 1.248 2.193
H -2.738 1.392 0.535
H 4.304 4.464 2.303
H 5.365 3.459 2.289
O 4.446 3.557 2.547
*
```

Results of the Löwdin charge analysis, in e, for atoms 1 through 5:
1 C -0.2143
2 N 0.0231
3 C -0.0856
4 N 0.0155
5 C -0.1614

---

# 2
The following is a quantum chemistry calculation of 2 unconnected molecules or ions with the total composition C4H15N2O, from the Open Molecules 2025 dataset.

Results
Kohn-Sham gap: 11.3 eV

ORCA input file:
```
! wB97M-V def2-TZVPD RIJCOSX def2/J DEFGRID3
* xyz 1 1
C -0.845 0.671 2.448
C -1.809 -0.289 1.753
N -1.176 -0.990 0.610
H -0.723 1.572 1.844
H -1.238 0.957 3.414
H 0.122 0.184 2.584
H -2.203 -0.987 2.494
H -2.697 0.211 1.364
H -0.480 -1.632 0.974
H -1.863 -1.550 0.118
C 1.858 -0.467 -1.365
O 2.650 -0.866 -2.472
C 0.790 0.400 -1.983
N -0.115 0.993 -0.938
H 2.435 0.110 -0.633
H 1.482 -1.367 -0.871
H 3.444 -1.263 -2.129
H 1.248 1.211 -2.544
H 0.144 -0.160 -2.654
H 0.446 1.576 -0.320
H -0.601 0.180 -0.308
H -0.871 1.507 -1.385
*
```

Results of the Löwdin charge analysis, in e, for atoms 1 through 5:
1 C -0.0844
2 C -0.2892
3 N -0.0144
4 H 0.0596
5 H 0.0816

---

# 3
The following is a quantum chemistry calculation of 2 unconnected molecules or ions with the total composition C4H15N2O, from the Open Molecules 2025 dataset.

Results
Kohn-Sham gap: 10.9 eV

ORCA input file:
```
! wB97M-V def2-TZVPD RIJCOSX def2/J DEFGRID3
* xyz 1 1
N 1.014 -0.432 0.930
C 1.442 0.891 0.317
C 1.488 0.710 -1.223
N 0.395 -0.183 -1.601
C -0.938 0.436 -1.716
C -2.033 -0.590 -1.330
H 0.213 -0.646 0.277
H 0.837 -0.526 1.932
H 1.503 -1.306 0.716
H 0.676 1.584 0.645
H 2.394 1.125 0.796
H 2.492 0.342 -1.486
H 1.428 1.666 -1.771
H 0.601 -0.465 -2.556
H -1.091 1.023 -2.621
H -1.064 1.272 -1.007
H -1.676 -1.569 -1.665
H -2.027 -0.608 -0.226
H -3.015 -0.510 -1.784
H -1.341 -0.185 4.602
H -0.405 -1.219 4.745
O -0.891 -0.809 4.024
*
```

Results of the Löwdin charge analysis, in e, for atoms 1 through 5:
1 N 0.1665
2 C -0.0991
3 C -0.1888
4 N -0.1115
5 C -0.2702

---

# 4
The following is a quantum chemistry calculation of 2 unconnected molecules or ions with the total composition C4H15N2O, from the Open Molecules 2025 dataset.

Results
Expectation value of S²: 0.754
Kohn-Sham gap (spin up / spin down): 11.2 / 4.8 eV

ORCA input file:
```
! wB97M-V def2-TZVPD RIJCOSX def2/J DEFGRID3
* xyz 2 2
N -1.380 1.650 -0.886
C -0.276 1.629 0.098
C 0.800 0.588 -0.303
N 0.123 -0.722 -0.688
C -0.086 -1.804 0.327
C 0.488 -1.324 -1.999
H -1.221 2.421 -1.549
H -2.272 1.710 -0.361
H -0.834 -0.390 -0.891
H -0.587 1.370 1.154
H 0.234 2.592 0.131
H 1.568 0.352 0.499
H 1.404 0.873 -1.178
H -0.076 -1.368 1.344
H 0.688 -2.573 0.279
H -1.029 -2.336 0.237
H 1.591 -1.325 -1.976
H 0.284 -0.769 -2.922
H 0.196 -2.388 -2.043
H -0.649 0.557 3.600
H 0.809 0.755 3.929
O 0.228 0.501 3.199
*
```

Results of the Löwdin charge analysis, in e, for atoms 1 through 5:
1 N 0.3470
2 C -0.0977
3 C -0.0522
4 N -0.1974
5 C 0.0320

---

# 5
The following is a quantum chemistry calculation of 2 unconnected molecules or ions with the total composition C4H15N2O2, from the Open Molecules 2025 dataset.

Results
Kohn-Sham gap: 11.4 eV

ORCA input file:
```
! wB97M-V def2-TZVPD RIJCOSX def2/J DEFGRID3
* xyz 1 1
C -0.849 1.261 -0.641
O -1.085 2.518 -0.036
C -0.146 0.447 0.452
C -0.116 -1.066 0.076
C 1.062 -1.414 -0.856
N 2.389 -1.252 -0.228
N 1.196 1.117 0.551
H -0.160 1.345 -1.485
H -1.790 0.813 -0.893
H -1.741 3.047 -0.498
H -0.668 0.611 1.380
H -1.005 -1.310 -0.497
H -0.051 -1.624 1.009
H 0.965 -0.716 -1.686
H 0.964 -2.425 -1.247
H 1.958 0.393 0.173
H 3.087 -1.508 -0.898
H 2.407 -1.886 0.573
H 1.664 1.091 1.463
H 1.172 2.048 0.157
H -3.777 -0.117 0.967
H -2.653 -1.158 1.108
O -2.825 -0.216 1.055
*
```

Results of the Löwdin charge analysis, in e, for atoms 1 through 5:
1 C -0.2226
2 O -0.0391
3 C -0.2766
4 C -0.1253
5 C -0.2361

---

# 6
The following is a quantum chemistry calculation of 2 unconnected molecules or ions with the total composition C4H15N2O2, from the Open Molecules 2025 dataset.

Results
Kohn-Sham gap: 10.5 eV

ORCA input file:
```
! wB97M-V def2-TZVPD RIJCOSX def2/J DEFGRID3
* xyz 1 1
C -0.361 -1.680 1.406
O -0.823 -1.116 2.643
C -0.252 -0.478 0.436
C 0.353 -1.127 -0.829
C 0.493 -0.053 -1.915
N -0.592 0.987 -1.975
N -1.623 0.056 0.326
H -1.100 -2.376 1.016
H 0.631 -2.049 1.667
H -0.839 -1.767 3.356
H 0.400 0.377 0.708
H -0.315 -1.868 -1.287
H 1.384 -1.471 -0.724
H 0.747 -0.437 -2.910
H 1.393 0.550 -1.673
H -1.484 0.603 -1.633
H -0.713 1.445 -2.881
H -0.321 1.761 -1.367
H -1.718 0.785 1.026
H -2.293 -0.645 0.619
H 2.398 2.353 1.875
H 2.690 3.369 0.982
O 1.946 2.781 1.134
*
```

Results of the Löwdin charge analysis, in e, for atoms 1 through 5:
1 C -0.2039
2 O -0.0768
3 C -0.3533
4 C -0.1330
5 C -0.1554

---

# 7
The following is a quantum chemistry calculation of 3 unconnected molecules or ions with the total composition C4H15N2O2, from the Open Molecules 2025 dataset.

Results
Kohn-Sham gap: 9.3 eV

ORCA input file:
```
! wB97M-V def2-TZVPD RIJCOSX def2/J DEFGRID3
* xyz 1 1
C -0.016 1.737 0.819
C -0.203 1.816 -0.767
C 0.078 0.527 -1.567
C 0.128 -1.974 -1.412
N 0.329 -0.791 -0.866
N 1.028 0.732 1.347
H -1.146 1.597 1.128
H 0.347 2.770 1.034
H -1.224 2.212 -0.871
H 0.510 2.577 -0.942
H -0.901 0.503 -2.372
H 1.113 0.695 -2.089
H -0.553 -2.315 -2.117
H 0.677 -2.873 -0.779
H 0.692 -0.434 0.059
H 1.849 1.136 1.636
H 0.478 0.220 2.163
H -2.824 -0.967 1.240
H -3.833 -0.263 0.317
O -3.089 -0.206 0.878
H 1.983 -2.842 1.429
H 2.529 -1.586 1.015
O 2.048 -2.275 0.715
*
```

Results of the Löwdin charge analysis, in e, for atoms 1 through 5:
1 C -0.2025
2 C -0.1903
3 C -0.1378
4 C 0.1600
5 N 0.0126

---

# 8
The following is a quantum chemistry calculation of 3 unconnected molecules or ions with the total composition C4H15N2O2, from the Open Molecules 2025 dataset.

Results
Kohn-Sham gap: 7.0 eV

ORCA input file:
```
! wB97M-V def2-TZVPD RIJCOSX def2/J DEFGRID3
* xyz 1 1
N -1.062 -2.365 -0.473
C -0.303 0.759 -0.286
C 0.568 1.073 -1.398
C 1.029 2.581 -1.487
O 2.261 2.838 -2.087
C 0.216 0.228 0.923
N -0.603 0.252 2.126
H -0.711 -3.044 -1.134
H -0.640 -1.457 -0.543
H -2.067 -2.321 -0.581
H -1.340 0.684 -0.612
H 1.462 0.454 -1.533
H 0.049 0.871 -2.340
H 0.328 3.151 -2.101
H 0.897 3.086 -0.523
H 2.927 2.373 -1.563
H 1.107 0.815 1.232
H 0.667 -0.762 0.755
H -0.923 -0.692 2.343
H -1.430 0.821 1.976
H -0.684 -3.035 1.630
H -0.801 -3.513 3.146
O -0.947 -2.796 2.529
*
```

Results of the Löwdin charge analysis, in e, for atoms 1 through 5:
1 N 0.0743
2 C 0.0897
3 C -0.1210
4 C -0.2323
5 O -0.0022

---

# 9
The following is a quantum chemistry calculation of 3 unconnected molecules or ions with the total composition C4H15N2O3, from the Open Molecules 2025 dataset.

Results
Kohn-Sham gap: 6.4 eV

ORCA input file:
```
! wB97M-V def2-TZVPD RIJCOSX def2/J DEFGRID3
* xyz -1 1
N 1.304 -0.702 0.483
C 0.426 0.144 -0.391
C -0.010 -0.608 -1.632
C -0.916 0.222 -2.607
O -2.142 0.469 -2.117
C -0.751 0.700 0.407
N -0.396 1.456 1.612
H 1.935 -1.234 -0.100
H 0.727 -1.305 1.061
H 1.050 0.994 -0.698
H 0.879 -0.944 -2.194
H -0.580 -1.511 -1.382
H -0.323 1.150 -2.829
H -0.921 -0.380 -3.551
H -1.359 1.292 -0.280
H -1.440 -0.109 0.651
H 0.314 0.956 2.134
H 0.032 2.333 1.340
H 2.415 0.412 1.554
H 3.233 1.642 1.155
O 3.026 1.100 1.914
H -1.535 -2.619 0.657
H -1.346 -1.568 1.738
O -1.176 -2.493 1.539
*
```

Results of the Löwdin charge analysis, in e, for atoms 1 through 5:
1 N 0.0150
2 C -0.3917
3 C -0.1972
4 C -0.5394
5 O -0.3566

---

# 10
The following is a quantum chemistry calculation of 3 unconnected molecules or ions with the total composition C4H15N2O3, from the Open Molecules 2025 dataset.

Results
Kohn-Sham gap: 8.3 eV

ORCA input file:
```
! wB97M-V def2-TZVPD RIJCOSX def2/J DEFGRID3
* xyz -1 1
C 1.154 -1.127 -1.394
C 1.841 -1.361 -0.080
C 0.788 -1.277 1.121
O 0.279 0.014 1.266
N 1.002 0.382 -1.489
C -0.094 0.664 -2.469
N -1.414 0.870 -1.782
H 1.802 -1.458 -2.235
H 0.143 -1.501 -1.571
H 2.491 -2.200 0.167
H 2.616 -0.591 0.089
H 0.004 -2.028 0.843
H 1.452 -1.534 1.994
H 0.612 0.649 -0.582
H 0.267 1.646 -2.894
H -0.171 -0.117 -3.243
H -1.202 1.042 -0.778
H -1.856 -0.043 -1.825
H -0.041 1.717 1.869
H -1.358 1.526 2.602
O -0.737 2.219 2.346
H -0.996 -0.297 1.700
H -2.532 -0.608 0.987
O -2.057 -0.519 1.822
*
```

Results of the Löwdin charge analysis, in e, for atoms 1 through 5:
1 C -0.2513
2 C -0.2123
3 C -0.3458
4 O -0.3466
5 N -0.0811

---

# 11
The following is a quantum chemistry calculation of 2 unconnected molecules or ions with the total composition C4H15N3O, from the Open Molecules 2025 dataset.

Results
SMILES: NCCCNCN.O
Kohn-Sham gap: 9.7 eV

ORCA input file:
```
! wB97M-V def2-TZVPD RIJCOSX def2/J DEFGRID3
* xyz 0 1
N -0.865 2.001 -0.039
C -1.700 1.276 -1.014
C -0.900 0.069 -1.580
C -0.292 -0.821 -0.464
N 1.163 -0.946 -0.762
C 1.752 -2.177 -0.114
N 1.517 -2.203 1.308
H -0.836 2.983 -0.287
H 0.083 1.650 -0.112
H -2.512 0.798 -0.429
H -2.164 1.883 -1.777
H -1.348 -0.625 -2.308
H -0.119 0.502 -2.214
H -0.748 -1.814 -0.515
H -0.523 -0.302 0.478
H 1.593 -0.214 -0.200
H 1.626 -3.147 -0.598
H 2.829 -2.023 -0.283
H 0.822 -1.577 1.676
H 2.330 -2.080 1.891
O -0.257 2.313 2.657
H -0.740 1.485 2.566
H -0.712 2.968 2.121
*
```

Results of the Löwdin charge analysis, in e, for atoms 1 through 5:
1 N -0.0215
2 C -0.2660
3 C -0.1951
4 C -0.2466
5 N -0.0591

---

# 12
The following is a quantum chemistry calculation of 2 unconnected molecules or ions with the total composition C4H15N3O, from the Open Molecules 2025 dataset.

Results
SMILES: NCC[C@H](N)CN.O
Kohn-Sham gap: 9.3 eV

ORCA input file:
```
! wB97M-V def2-TZVPD RIJCOSX def2/J DEFGRID3
* xyz 0 1
N 1.973 -1.400 -0.230
C 1.959 0.023 -0.529
C 0.807 0.871 0.054
C -0.533 0.423 -0.535
N -0.525 0.681 -1.992
C -1.746 1.066 0.165
N -2.961 0.245 0.128
H 1.282 -1.873 -0.802
H 1.860 -1.704 0.741
H 1.904 0.153 -1.609
H 2.905 0.387 -0.137
H 0.731 0.768 1.133
H 0.947 1.925 -0.184
H -0.662 -0.664 -0.459
H -1.489 0.786 -2.279
H -0.034 1.527 -2.255
H -1.500 1.352 1.188
H -2.016 1.975 -0.375
H -3.068 -0.194 -0.785
H -2.783 -0.575 0.703
O 1.062 -1.558 2.521
H 1.103 -0.603 2.660
H 0.141 -1.702 2.277
*
```

Results of the Löwdin charge analysis, in e, for atoms 1 through 5:
1 N -0.0063
2 C -0.2802
3 C -0.1694
4 C -0.4162
5 N 0.0344

---

Energy relative to the best compared isomer or geometry (same formula, charge and spin) for every record listed, in sequence, given in kcal per mole: 33.5; 21.9; 38.4; 57.6; 27.1; 37.9; 107.4; 106.4; 17.0; 19.6; 41.4; 20.4.
E_tot for every record listed, in sequence, given in eV: -9412.211; -9412.711; -9411.995; -9398.409; -11460.083; -11459.616; -11456.601; -11456.644; -13514.144; -13514.029; -10907.743; -10908.653.